# 1
Here is C7H13N as an isolated structure from OMol25. Energies are from ωB97M-V/def2-TZVPD.

Results
- spin multiplicity = 1
- E_HOMO (alpha / beta) (eV) = -7.3 / -7.3
- orbital gap (alpha / beta) (eV) = 7.86 / 7.86
- DFT total energy (eV) = -8953.392
- energy relative to the best compared isomer or geometry (same formula, charge and spin) (eV) = 6.541
- net charge = 0

Last column: Löwdin charge in e.
Geometry (Å):
1 C 0.101 -0.326 -1.836  -0.074
2 C 0.460 -0.594 -0.412  -0.362
3 C 2.670 0.635 0.492  -0.172
4 C 0.879 -1.756 0.105  -0.057
5 N 1.579 1.083 0.082  0.013
6 H 0.198 0.731 -2.081  0.075
7 H -0.914 -0.654 -2.072  0.087
8 H 0.792 -0.878 -2.476  0.091
9 H 3.498 1.302 0.773  0.059
10 H 2.862 -0.459 0.588  0.053
11 H 1.042 -2.602 -0.551  0.061
12 H 1.061 -1.903 1.160  0.059
13 C -1.701 1.586 0.124  -0.083
14 C -1.206 0.289 0.666  -0.244
15 C -1.802 -0.594 1.442  0.046
16 H 0.078 0.311 0.503  0.082
17 H -1.950 1.497 -0.936  0.077
18 H -0.932 2.355 0.214  0.077
19 H -2.595 1.902 0.667  0.081
20 H -2.804 -0.408 1.819  0.071
21 H -1.316 -1.517 1.730  0.059

# 2
Here is a single C7H13N molecule from OMol25. Energies are from ωB97M-V/def2-TZVPD.

Results
- spin multiplicity = 1
- E_HOMO (eV) = -6.8
- orbital gap (eV) = 7.11
- DFT total energy (eV) = -8955.951
- energy relative to the best compared isomer or geometry (same formula, charge and spin) (eV) = 3.982
- net charge = 0
- structure (SMILES) = C/N=C(\C)C=C(C)C

Last column: Löwdin charge in e.
Geometry (Å):
1 C 1.321 1.738 -0.275  -0.163
2 N 1.196 0.414 -0.802  0.006
3 C 1.051 -0.750 -0.238  -0.407
4 C 2.209 -1.586 0.205  -0.032
5 C -0.293 -1.210 -0.310  -0.034
6 C -1.160 -0.148 -0.086  -0.289
7 C -1.111 0.666 1.177  -0.067
8 C -2.487 -0.125 -0.788  -0.055
9 H 1.257 1.851 0.813  0.071
10 H 2.339 2.066 -0.523  0.062
11 H 0.624 2.393 -0.809  0.069
12 H 2.204 -1.689 1.292  0.079
13 H 2.131 -2.582 -0.233  0.077
14 H 3.162 -1.168 -0.118  0.077
15 H -0.553 -2.079 -0.902  0.107
16 H -1.296 1.722 0.971  0.086
17 H -0.196 0.501 1.740  0.077
18 H -1.909 0.332 1.848  0.092
19 H -3.334 -0.037 -0.106  0.077
20 H -2.648 -1.028 -1.379  0.077
21 H -2.507 0.720 -1.478  0.091

# 3
Here is C7H13N as an isolated structure from OMol25. Energies are from ωB97M-V/def2-TZVPD.

Results
- spin multiplicity = 1
- E_HOMO (eV) = -7.0
- orbital gap (eV) = 7.99
- DFT total energy (eV) = -8954.164
- energy relative to the best compared isomer or geometry (same formula, charge and spin) (eV) = 5.769
- net charge = 0

Last column: Löwdin charge in e.
Geometry (Å):
1 C -0.264 -0.130 -0.955  -0.414
2 C 1.184 -0.428 -1.106  -0.179
3 C -1.248 -1.162 -1.413  -0.074
4 N -0.618 1.196 -1.123  0.110
5 C -1.266 -0.282 1.333  -0.047
6 C 1.418 -0.472 0.369  -0.174
7 C -0.906 0.695 2.023  -0.114
8 C 1.652 0.674 1.148  -0.149
9 H 0.121 1.861 -0.946  0.089
10 H -1.460 1.474 -0.636  0.091
11 H 1.738 0.364 -1.618  0.117
12 H 1.378 -1.377 -1.607  0.112
13 H -1.946 -1.080 1.116  0.037
14 H 1.292 -1.432 0.851  0.105
15 H -1.004 -2.141 -1.002  0.086
16 H -1.205 -1.229 -2.508  0.090
17 H -2.274 -0.915 -1.135  0.071
18 H 0.429 1.006 1.595  0.043
19 H -1.179 1.316 2.860  0.047
20 H 2.041 1.555 0.640  0.075
21 H 2.119 0.508 2.115  0.079

# 4
Here is a single C7H13N molecule from OMol25. Energies are from ωB97M-V/def2-TZVPD.

Results
- spin multiplicity = 1
- E_HOMO (eV) = -9.0
- orbital gap (eV) = 10.02
- DFT total energy (eV) = -8955.804
- energy relative to the best compared isomer or geometry (same formula, charge and spin) (eV) = 4.129
- net charge = 0
- structure (SMILES) = C[C@@]1(N)[C@@H]2CCC[C@@H]21

Last column: Löwdin charge in e.
Geometry (Å):
1 C 1.185 1.998 0.907  -0.088
2 C 0.437 0.801 0.546  -0.573
3 N 0.143 -0.005 1.585  0.045
4 C -0.591 0.593 -0.581  -0.201
5 C -1.696 -0.366 -0.426  -0.206
6 C -1.147 -1.594 -0.939  -0.240
7 C 0.366 -1.509 -0.828  -0.179
8 C 0.751 -0.037 -0.769  -0.124
9 H 1.030 2.692 1.951  0.130
10 H 2.368 1.709 0.894  0.121
11 H 0.980 2.898 0.133  0.106
12 H 0.986 -0.417 1.953  0.085
13 H -0.027 0.729 2.456  0.165
14 H -0.635 1.396 -1.286  0.130
15 H -1.842 -0.750 0.661  0.136
16 H -2.748 -0.030 -0.720  0.138
17 H -1.365 -1.776 -2.081  0.143
18 H -1.283 -2.567 -0.359  0.130
19 H 0.780 -1.916 0.029  0.067
20 H 0.944 -2.062 -1.632  0.132
21 H 1.364 0.211 -1.495  0.082

# 5
Here is a 2-piece molecular cluster, C7H13N2 overall from OMol25. Energies are from ωB97M-V/def2-TZVPD.

Results
- spin multiplicity = 1
- E_HOMO (eV) = -13.7
- orbital gap (eV) = 10.54
- DFT total energy (eV) = -10441.665
- energy relative to the best compared isomer or geometry (same formula, charge and spin) (eV) = 2.533
- net charge = +1

Last column: Löwdin charge in e.
Geometry (Å):
1 C 2.859 0.847 -0.154  -0.017
2 C 3.010 -0.353 0.498  -0.047
3 C 0.872 -0.178 0.001  -0.109
4 C -1.519 1.298 0.649  -0.036
5 C -1.602 -1.294 0.659  -0.060
6 C -1.425 -0.112 -1.512  -0.090
7 C -1.235 -0.028 -0.072  -0.372
8 N 1.496 0.931 -0.411  0.082
9 N 1.780 -0.991 0.514  0.092
10 H 3.442 1.592 -0.549  0.102
11 H 3.901 -0.815 0.911  0.132
12 H -0.714 1.606 1.398  0.110
13 H -1.708 2.143 -0.118  0.122
14 H -2.322 0.973 1.332  0.087
15 H -0.842 -1.468 1.432  0.079
16 H -2.561 -1.247 1.212  0.104
17 H -1.582 -2.183 -0.044  0.115
18 H -1.161 -1.078 -1.871  0.081
19 H -2.433 -0.032 -1.806  0.093
20 H -0.952 0.585 -2.244  0.111
21 H 0.959 1.676 -0.956  0.204
22 H 1.737 -1.872 1.129  0.217

# 6
Here is C7H13N2 as an isolated structure from OMol25. Energies are from ωB97M-V/def2-TZVPD.

Results
- spin multiplicity = 1
- E_HOMO (eV) = -14.9
- orbital gap (eV) = 9.88
- DFT total energy (eV) = -10440.872
- energy relative to the best compared isomer or geometry (same formula, charge and spin) (eV) = 3.326
- net charge = +1

Last column: Löwdin charge in e.
Geometry (Å):
1 C -1.198 -1.687 0.770  0.018
2 C -1.861 -0.382 1.008  -0.009
3 C -0.391 -0.491 -0.985  -0.103
4 C 2.579 -0.826 0.447  -0.112
5 C -2.222 1.836 0.010  -0.026
6 C 0.966 0.190 -1.044  -0.185
7 C 1.728 0.378 0.221  -0.266
8 N -0.501 -1.623 -0.290  0.128
9 N -1.682 0.492 0.096  0.008
10 H -1.262 -2.610 1.143  0.098
11 H -2.520 -0.326 1.854  0.144
12 H -0.882 -0.466 -1.937  0.155
13 H 3.360 -0.803 1.263  0.105
14 H 3.119 -0.880 -0.470  0.065
15 H 2.184 -1.842 0.550  0.078
16 H -2.747 2.089 1.010  0.128
17 H -3.059 1.771 -0.759  0.122
18 H -1.500 2.599 -0.318  0.099
19 H 1.485 -0.524 -1.757  0.153
20 H 1.001 1.129 -1.715  0.157
21 H 2.357 1.215 -0.113  0.122
22 H 1.047 0.760 1.016  0.122

# 7
Here is an isolated ion of composition C7H13N2 and charge +1 from OMol25. Energies are from ωB97M-V/def2-TZVPD.

Results
- spin multiplicity = 1
- E_HOMO (eV) = -12.6
- orbital gap (eV) = 9.38
- DFT total energy (eV) = -10438.381
- energy relative to the best compared isomer or geometry (same formula, charge and spin) (eV) = 5.817
- net charge = +1
- structure (SMILES) = C[NH2+][C@]12[C@@H]3CC[C@H]1N2C3

Last column: Löwdin charge in e.
Geometry (Å):
1 C 1.261 2.322 -0.461  0.046
2 N 0.530 1.711 0.730  0.123
3 C 0.021 0.409 0.512  -0.265
4 C 0.438 -1.052 0.733  -0.141
5 C 0.494 -1.721 -0.651  -0.104
6 C -0.916 -1.425 -1.231  -0.119
7 C -1.293 -0.061 -0.676  -0.003
8 N -1.408 0.190 0.830  0.007
9 C -1.035 -1.154 1.397  -0.076
10 H 1.750 3.298 -0.271  0.127
11 H 2.136 1.829 -0.570  0.062
12 H 0.859 2.340 -1.412  0.085
13 H -0.144 2.363 0.889  0.138
14 H 1.110 1.908 1.540  0.198
15 H 1.446 -1.284 1.199  0.160
16 H 0.595 -2.710 -0.524  0.079
17 H 1.138 -1.404 -1.429  0.117
18 H -0.876 -1.302 -2.243  0.089
19 H -1.756 -1.967 -0.903  0.107
20 H -1.590 0.828 -1.221  0.124
21 H -1.650 -2.043 1.265  0.121
22 H -1.111 -1.076 2.498  0.125

# 8
Here is an isolated ion of composition C7H13N2 and charge +1 from OMol25. Energies are from ωB97M-V/def2-TZVPD.

Results
- spin multiplicity = 1
- E_HOMO (eV) = -14.3
- orbital gap (eV) = 9.21
- DFT total energy (eV) = -10439.544
- energy relative to the best compared isomer or geometry (same formula, charge and spin) (eV) = 4.653
- net charge = +1

Last column: Löwdin charge in e.
Geometry (Å):
1 C 0.329 2.372 0.412  -0.152
2 C 2.190 -0.770 0.779  0.143
3 C -1.086 1.754 0.202  -0.130
4 C -1.259 0.293 0.499  -0.158
5 C -0.090 -0.459 -0.127  -0.483
6 C -0.159 -0.311 -1.773  0.026
7 C -0.244 -2.032 0.310  0.004
8 N 1.415 1.827 0.542  0.267
9 N 1.154 -0.158 0.390  0.020
10 H 0.391 3.519 0.427  0.178
11 H 3.058 -0.332 1.304  0.128
12 H 2.127 -1.892 0.546  0.130
13 H -1.764 2.310 0.900  0.146
14 H -1.254 1.758 -0.875  0.113
15 H -1.214 0.113 1.595  0.143
16 H -2.200 -0.031 0.164  0.122
17 H 0.319 -1.198 -2.178  0.078
18 H 0.412 0.525 -2.214  0.086
19 H -1.221 -0.162 -2.107  0.106
20 H -1.105 -2.404 -0.222  0.093
21 H -0.387 -2.120 1.394  0.103
22 H 0.587 -2.602 0.034  0.038

Number 1: largest force on an atom 1.93 eV/Å. Number 2: largest force on an atom 3.33 eV/Å. Number 3: largest force on an atom 0.60 eV/Å. Number 4: largest force on an atom 7.00 eV/Å. Number 5: largest force on an atom 4.01 eV/Å. Number 6: largest force on an atom 5.16 eV/Å. Number 7: largest force on an atom 5.34 eV/Å. Number 8: largest force on an atom 6.02 eV/Å.